(1)
Density functional theory data (ωB97M-V/def2-TZVPD) for a cluster of 11 separate species, C26H79N5O11 in total at a distorted geometry.

## Properties
E_LUMO: 0.39 eV
E_HOMO: -9.02 eV
Maximum force: 2.1 eV Å⁻¹
ΔE to the lowest compared entry with this formula, charge and spin: 207.74 kJ/mol
Frontier orbital gap: 9.40 eV

Last column: Löwdin charge in e.
Element x y z (Å)
C1 1.6749 -0.7726 6.9026  -0.0509
C2 1.3409 0.4310 5.9954  -0.4529
C3 0.5332 0.1045 4.7346  -0.2440
O1 1.0697 -0.8446 3.8841  -0.1663
C4 0.1989 -1.0871 2.7550  -0.0745
N1 0.5833 1.3288 6.8033  0.0202
H1 0.7287 -1.2978 7.0328  0.0866
H2 2.2058 -0.5722 7.8333  0.0748
H3 2.3665 -1.4094 6.3510  0.0711
H4 2.2509 0.9841 5.7631  0.1308
H5 0.3178 1.0658 4.2680  0.0987
H6 -0.4494 -0.2012 5.0939  0.1279
H7 -0.7341 -1.5927 3.0041  0.0899
H8 0.8191 -1.6523 2.0593  0.0677
H9 -0.1486 -0.2345 2.1715  0.0682
H10 0.8374 2.2712 6.5437  0.0743
H11 0.9234 1.2249 7.7486  0.0660
C5 2.7084 3.5795 -2.0583  -0.0530
C6 3.0688 2.1145 -2.2369  -0.4026
C7 4.5338 1.8709 -1.8420  -0.1803
O2 5.4472 2.7304 -2.5380  -0.1763
C8 6.7797 2.6952 -2.1490  -0.1340
N2 2.0980 1.4206 -1.4140  0.0602
H12 1.6984 3.8066 -2.3995  0.0555
H13 3.3393 4.2684 -2.6198  0.0793
H14 2.7861 3.8412 -1.0030  0.0734
H15 2.9288 1.8290 -3.2795  0.1398
H16 4.8037 0.8213 -1.9588  0.1260
H17 4.5730 2.0255 -0.7637  0.1094
H18 6.8632 2.6740 -1.0624  0.0792
H19 7.3875 3.5089 -2.5445  0.0897
H20 7.2749 1.7505 -2.3736  0.0803
H21 2.2196 1.7800 -0.4780  0.0280
H22 2.2353 0.4281 -1.2866  0.0533
C9 -1.1067 1.4125 -3.9376  -0.0611
C10 -0.9784 2.8294 -3.3381  -0.3360
C11 -2.3215 3.6866 -3.6319  -0.1728
O3 -2.4033 4.0104 -5.0094  -0.1874
C12 -3.5030 4.8632 -5.3928  -0.0929
N3 -0.7256 2.5533 -1.9038  0.0207
H23 -1.3383 1.3550 -5.0011  0.0797
H24 -1.8654 0.8189 -3.4274  0.0615
H25 -0.1537 0.8901 -3.8534  0.0615
H26 -0.0915 3.2567 -3.8060  0.1195
H27 -2.4403 4.5749 -3.0115  0.1120
H28 -3.2031 3.1176 -3.3368  0.0864
H29 -3.3013 5.3686 -6.3373  0.0800
H30 -3.6851 5.7287 -4.7558  0.0816
H31 -4.4012 4.2714 -5.5693  0.0840
H32 0.1486 2.0483 -1.8755  0.0249
H33 -0.6036 3.4120 -1.3863  0.0893
C13 -4.5974 1.2512 -1.7408  -0.0311
C14 -4.0723 2.2071 -0.6172  -0.4063
C15 -5.0876 2.3611 0.5318  -0.1846
O4 -4.5690 3.1934 1.5859  -0.1978
C16 -5.4960 3.4251 2.6488  -0.0956
N4 -2.7752 1.7395 -0.1653  0.0560
H34 -4.0435 1.3392 -2.6755  0.0514
H35 -5.6310 1.5686 -1.8788  0.0738
H36 -4.6067 0.2163 -1.3990  0.0690
H37 -3.9723 3.1975 -1.0613  0.1231
H38 -5.2959 1.3758 0.9487  0.0985
H39 -6.0270 2.7468 0.1356  0.1238
H40 -6.2384 4.1045 2.2300  0.0818
H41 -5.1107 3.9000 3.5510  0.0874
H42 -6.0187 2.5040 2.9066  0.0812
H43 -2.1628 2.0188 -0.9183  0.0162
H44 -2.6146 2.3043 0.6565  0.0832
C17 2.8841 -4.1218 2.4492  -0.0331
C18 2.9887 -4.4119 0.9364  -0.3997
C19 3.0899 -5.8454 0.5705  -0.2137
O5 3.4059 -6.0265 -0.8180  -0.1800
C20 3.7948 -7.3514 -1.1461  -0.1032
N5 1.8309 -3.7391 0.2631  0.0453
H45 2.7861 -3.0518 2.6323  0.0615
H46 3.7985 -4.3307 3.0046  0.0824
H47 2.0590 -4.6643 2.9106  0.0866
H48 3.8342 -3.8445 0.5475  0.1338
H49 2.1775 -6.3301 0.9181  0.1326
H50 3.8836 -6.3083 1.1569  0.1276
H51 3.9731 -7.3821 -2.2209  0.0908
H52 2.9810 -8.0159 -0.8560  0.0862
H53 4.6979 -7.7030 -0.6472  0.0840
H54 1.0592 -4.1374 0.7788  0.0883
H55 1.6530 -4.1639 -0.6358  0.0854
C21 1.2207 1.9104 1.8131  -0.1411
O6 2.0856 2.9026 1.2690  -0.1266
H56 0.7738 1.5148 0.9011  0.0646
H57 1.8195 1.1084 2.2448  0.0655
H58 0.4552 2.2439 2.5137  0.0809
H59 2.5032 3.3621 2.0011  0.0856
C22 -0.9505 -0.9872 -0.7267  -0.1769
O7 -2.0638 -1.0281 0.0645  -0.1521
H60 -1.1612 -1.1383 -1.7854  0.0632
H61 -0.4572 -0.0265 -0.5794  0.0643
H62 -0.3035 -1.8014 -0.4003  0.0716
H63 -2.4512 -0.1532 -0.0147  0.0194
C23 -4.6101 -1.0151 2.3861  -0.1242
O8 -3.5951 -2.0771 2.3388  -0.1394
H64 -4.4042 -0.2439 3.1283  0.0701
H65 -4.6040 -0.4818 1.4355  0.0407
H66 -5.6307 -1.3402 2.5885  0.0775
H67 -2.8881 -1.8282 1.7390  0.0154
C24 0.5285 -2.2302 -4.0340  -0.1259
O9 1.4809 -3.3188 -4.2870  -0.1367
H68 0.7641 -1.4113 -4.7137  0.0754
H69 -0.4979 -2.5957 -4.0685  0.0778
H70 0.7312 -1.8684 -3.0259  0.0536
H71 1.2822 -3.9954 -3.6356  0.0541
C25 3.5988 -0.7780 0.8327  -0.1528
O10 2.7028 -1.2682 -0.1409  -0.1518
H72 4.0058 0.2112 0.6227  0.0635
H73 3.0536 -0.6443 1.7670  0.0555
H74 4.4468 -1.4431 0.9959  0.0800
H75 2.5169 -2.1997 -0.0016  -0.0166
C26 -4.0735 -3.3579 -0.9620  -0.1300
O11 -5.0044 -4.1355 -1.7836  -0.1355
H76 -4.5269 -2.8103 -0.1357  0.0581
H77 -3.3845 -4.0976 -0.5543  0.0841
H78 -3.6071 -2.5664 -1.5485  0.0592
H79 -5.6249 -3.5255 -2.1892  0.0583


(2)
Density functional theory data (ωB97M-V/def2-TZVPD) for a cluster of 20 separate species, C26H94BINO20P in total at a distorted geometry.

## Properties
E_LUMO: -0.57 eV
E_HOMO: -8.47 eV
Maximum force: 1.7 eV Å⁻¹
Frontier orbital gap: 7.89 eV

Last column: Löwdin charge in e.
Element x y z (Å)
C1 5.5781 0.9535 1.2357  -0.1042
C2 5.0679 0.3941 -0.1070  -0.2400
C3 3.8260 -0.4983 0.0294  -0.2108
C4 2.4994 0.2839 0.2845  -0.1866
C5 1.3970 -0.4913 -0.4666  -0.2147
C6 -0.0096 0.1603 -0.3745  -0.2365
C7 -1.0569 -0.8734 0.1271  -0.4600
P1 -2.1967 -0.1915 1.4273  0.6477
I1 -3.3256 -2.1969 2.3549  0.6637
B1 -3.5929 0.8784 0.6834  -0.8192
N1 -3.5588 1.6322 -0.5753  0.1280
O1 -4.7781 0.9793 1.4569  0.0096
H1 4.9146 1.7246 1.6193  0.0617
H2 6.5288 1.4330 1.0234  0.0499
H3 5.7850 0.1758 1.9615  0.0566
H4 5.8769 -0.2205 -0.5041  0.0943
H5 4.9299 1.2302 -0.7882  0.0985
H6 3.7016 -1.0005 -0.9298  0.0827
H7 3.9951 -1.2495 0.7964  0.1098
H8 2.5878 1.3233 -0.0266  0.1081
H9 2.2984 0.2345 1.3526  0.1096
H10 1.3962 -1.5043 -0.0633  0.1055
H11 1.6986 -0.6038 -1.5182  0.0892
H12 -0.2884 0.4346 -1.3923  0.0973
H13 -0.0151 1.0930 0.1862  0.0921
H14 -0.4915 -1.6662 0.6148  0.0432
H15 -1.5805 -1.3574 -0.6943  0.0735
H16 -3.6220 1.0401 -1.3887  0.0800
H17 -2.8032 2.2964 -0.6479  0.0399
H18 -5.4210 0.4671 0.9658  0.0614
C8 -8.7138 -0.0493 1.3540  -0.1415
O2 -7.9254 0.8748 0.6061  -0.1288
H19 -9.3327 -0.6094 0.6579  0.0786
H20 -8.0715 -0.7451 1.9020  0.0721
H21 -9.3588 0.4825 2.0583  0.0787
H22 -7.3865 1.3619 1.2320  0.0581
C9 -6.8291 3.2955 -1.7586  -0.1442
O3 -6.2402 2.0536 -2.1219  -0.1358
H23 -7.6872 3.4767 -2.3999  0.0622
H24 -7.1580 3.2589 -0.7162  0.0678
H25 -6.1029 4.1026 -1.8924  0.0751
H26 -5.4941 1.9153 -1.5388  0.0075
C10 -8.6148 4.5352 -5.0059  -0.1547
O4 -7.9288 5.6527 -4.4338  -0.1324
H27 -9.4001 4.2230 -4.3215  0.0783
H28 -9.0604 4.8159 -5.9616  0.0494
H29 -7.9142 3.7072 -5.1527  0.0793
H30 -7.2438 5.9122 -5.0463  0.0629
C11 -6.7773 -4.3870 3.4532  -0.1534
O5 -6.1013 -3.3082 4.0987  -0.1789
H31 -7.6246 -4.6761 4.0708  0.0865
H32 -7.1401 -4.0780 2.4696  0.0800
H33 -6.1040 -5.2437 3.3464  0.0845
H34 -5.3523 -3.0609 3.5440  -0.1136
C12 -2.8414 5.4356 0.1716  -0.1266
O6 -2.1924 4.2111 -0.1704  -0.1452
H35 -3.6660 5.5884 -0.5199  0.0774
H36 -3.2333 5.3858 1.1901  0.0817
H37 -2.1442 6.2699 0.0882  0.0720
H38 -1.4663 4.0887 0.4457  0.0689
C13 -10.8625 3.3893 -8.5367  -0.1483
O7 -10.1767 4.5085 -7.9784  -0.1357
H39 -11.6437 3.0886 -7.8438  0.0781
H40 -11.3173 3.6595 -9.4933  0.0748
H41 -10.1728 2.5538 -8.6829  0.0764
H42 -9.4939 4.7612 -8.5983  0.0711
C14 1.2127 6.2164 -0.6480  -0.1433
O8 0.9585 5.4246 0.5129  -0.1293
H43 0.5540 5.8781 -1.4450  0.0787
H44 1.0100 7.2704 -0.4371  0.0773
H45 2.2522 6.0947 -0.9613  0.0557
H46 1.5446 5.7308 1.2030  0.0690
C15 7.9634 -1.8002 1.9470  -0.1590
O9 8.3328 -0.5910 1.2988  -0.1362
H47 7.3837 -1.5509 2.8333  0.0723
H48 7.3522 -2.4172 1.2810  0.0746
H49 8.8536 -2.3601 2.2485  0.0747
H50 8.8414 -0.8307 0.5192  0.0488
C16 7.9570 -2.6880 -2.3504  -0.1511
O10 8.6980 -1.6320 -1.7240  -0.1316
H51 7.0913 -2.9106 -1.7399  0.0645
H52 7.6250 -2.3745 -3.3392  0.0729
H53 8.5770 -3.5850 -2.4351  0.0808
H54 9.4563 -1.4457 -2.2750  0.0682
C17 0.2560 -1.8311 4.9493  -0.1576
O11 0.5890 -1.9532 3.5692  -0.1507
H55 0.8210 -0.9999 5.3632  0.0776
H56 -0.8130 -1.6310 5.0667  0.0644
H57 0.5191 -2.7458 5.4875  0.0768
H58 0.0840 -2.6878 3.2196  0.0472
C18 2.5597 0.6716 -4.2994  -0.1397
O12 3.1001 0.4315 -3.0030  -0.1348
H59 2.9378 -0.0929 -4.9733  0.0780
H60 1.4668 0.6177 -4.2735  0.0758
H61 2.8678 1.6549 -4.6648  0.0768
H62 2.7571 1.1136 -2.4237  0.0635
C19 4.5104 -4.5303 -3.0265  -0.1263
O13 5.8160 -4.1200 -3.4346  -0.1414
H63 4.2114 -3.9235 -2.1742  0.0759
H64 3.7970 -4.3807 -3.8414  0.0788
H65 4.5236 -5.5822 -2.7341  0.0562
H66 6.0632 -4.6619 -4.1831  0.0773
C20 7.5069 4.3560 1.2153  -0.1269
O14 6.0845 4.2561 1.0996  -0.1398
H67 7.9305 4.3984 0.2176  0.0675
H68 7.7760 5.2655 1.7564  0.0782
H69 7.9036 3.4817 1.7390  0.0785
H70 5.7282 4.2199 1.9850  0.0824
C21 -3.2158 -5.3345 -0.2733  -0.1685
O15 -2.6723 -5.5725 1.0204  -0.1598
H71 -2.8053 -6.0745 -0.9556  0.0772
H72 -4.3051 -5.4319 -0.2546  0.0758
H73 -2.9425 -4.3345 -0.6238  0.0606
H74 -3.0422 -4.9131 1.6098  -0.0446
C22 4.8097 -8.5985 -1.6395  -0.1511
O16 4.9631 -8.0601 -2.9521  -0.1348
H75 4.6794 -7.7720 -0.9457  0.0760
H76 3.9302 -9.2457 -1.5934  0.0769
H77 5.6986 -9.1671 -1.3544  0.0761
H78 5.0767 -8.7954 -3.5521  0.0678
C23 4.9052 5.4633 -2.3289  -0.1608
O17 4.5075 4.8982 -1.0865  -0.1432
H79 4.0105 5.7017 -2.9024  0.0691
H80 5.4789 6.3810 -2.1647  0.0732
H81 5.5117 4.7504 -2.8960  0.0758
H82 5.3092 4.6934 -0.5920  0.0279
C24 -5.7581 -4.7009 7.4494  -0.1394
O18 -5.7701 -5.5462 6.3048  -0.1281
H83 -5.6456 -5.3264 8.3321  0.0524
H84 -4.9186 -4.0029 7.3927  0.0825
H85 -6.6975 -4.1468 7.5211  0.0817
H86 -5.8702 -4.9824 5.5364  0.0136
C25 9.6667 6.5727 -1.7079  -0.1475
O19 8.6386 6.6715 -0.7237  -0.1347
H87 9.8030 5.5225 -1.9534  0.0774
H88 9.3825 7.1168 -2.6125  0.0758
H89 10.6065 6.9734 -1.3194  0.0763
H90 8.5287 7.5984 -0.5167  0.0720
C26 -4.5516 -7.4956 9.9860  -0.1694
O20 -4.5692 -8.3313 8.8333  -0.1211
H91 -4.4342 -8.1248 10.8646  0.0758
H92 -3.7121 -6.7962 9.9299  0.0774
H93 -5.4928 -6.9435 10.0639  0.0664
H94 -4.6739 -7.7661 8.0655  0.0584